The following is a DFT calculation (ωB97M-V with the def2-TZVPD basis set) of a molecular structure, C25H31IrN3O5P2Se3Te in a non-equilibrium geometry.

Values from the calculation:
- multiplicity = 2
- charge = 0
- HOMO (spin up / spin down) (eV) = -5.82 / -5.86

Last column: Löwdin charge in e.
CARTESIAN COORDINATES (ANGSTROEM)
Ir: 0.37161 1.66415 -0.83152  0.471
O: 5.71841 0.97615 2.96038  0.086
C: 4.76191 0.99775 2.00818  -0.287
C: 4.40681 -0.10975 1.28088  0.080
C: 3.37431 -0.01555 0.29718  -0.233
N: 2.69841 1.16055 0.10468  0.080
C: 3.10211 2.21585 0.80138  -0.199
C: 4.10311 2.21655 1.75188  0.125
C: 2.37861 3.48825 0.47508  -0.736
O: 2.93001 4.58455 0.52818  -0.074
O: 1.17141 3.36475 0.08818  -0.422
C: 3.09131 -1.14395 -0.44322  -0.184
O: 3.35211 -2.30555 -0.55092  0.184
O: 1.90131 -0.64875 -1.58112  -0.125
H: 6.12691 0.10225 2.99928  0.117
H: 4.89391 -1.06135 1.42738  0.131
H: 4.37361 3.11435 2.27728  0.141
Se: 3.35441 2.19525 -2.98882  -0.025
Se: 3.58031 4.33905 -2.43162  -0.057
Te: 1.26681 5.28025 -1.91832  0.583
Se: -0.17109 3.46505 -2.66232  -0.101
C: -2.32459 0.46445 -2.79502  -0.223
P: -0.82339 -0.00595 -1.87282  0.816
C: -1.49979 -1.10065 -0.60402  -0.377
N: -2.28309 -2.11795 -0.95582  0.135
C: -2.81479 -2.89835 0.01358  -0.201
C: -3.67589 -3.94865 -0.28922  -0.005
C: -4.19889 -4.74475 0.71918  -0.068
C: -3.86049 -4.51575 2.04098  -0.068
C: -3.00589 -3.47645 2.37718  -0.004
C: -2.48349 -2.64665 1.39078  -0.203
N: -1.69369 -1.59435 1.70678  0.144
C: -1.23919 -0.81625 0.73498  -0.384
P: -0.25829 0.64345 1.16478  0.898
C: 0.84711 -0.06105 2.43748  -0.209
C: -1.40549 1.80065 2.10188  -0.684
C: -2.26299 1.06365 3.12408  -0.091
C: -2.28219 2.44885 1.03088  -0.112
C: -0.55139 2.86205 2.79328  -0.077
C: 0.07981 -1.15225 -3.07802  -0.601
C: 1.25971 -1.71435 -2.27772  -0.165
C: 0.58151 -0.29445 -4.23802  -0.083
C: -0.78859 -2.29765 -3.58832  -0.069
H: -2.97049 -0.40445 -2.90622  0.043
H: -2.05419 0.89395 -3.75582  0.040
H: -2.83039 1.23205 -2.21202  0.041
H: -3.93049 -4.12385 -1.32292  0.115
H: -4.87349 -5.54775 0.46608  0.107
H: -4.26469 -5.14215 2.82048  0.107
H: -2.73669 -3.28285 3.40428  0.116
H: 0.23711 -0.52635 3.20998  0.043
H: 1.48561 0.71235 2.85508  0.043
H: 1.47131 -0.81915 1.96848  0.036
H: -2.81859 0.25335 2.65998  0.060
H: -2.97059 1.76075 3.56978  0.087
H: -1.65389 0.64855 3.92268  0.074
H: -2.86749 1.69025 0.51088  0.072
H: -1.65799 2.96345 0.29738  0.035
H: -2.96019 3.17695 1.47218  0.088
H: 0.04091 2.43355 3.59858  0.076
H: -1.19229 3.62985 3.22288  0.093
H: 0.11921 3.34045 2.08458  0.062
H: 2.34561 -0.03235 -2.20212  0.036
H: 1.97521 -2.24415 -2.91722  0.149
H: 0.89851 -2.40255 -1.50602  0.141
H: 1.02111 0.63925 -3.88352  0.003
H: -0.23679 -0.03775 -4.90622  0.084
H: 1.32461 -0.84065 -4.81552  0.097
H: -1.34289 -2.75925 -2.77352  0.053
H: -0.16329 -3.05045 -4.06282  0.090
H: -1.49719 -1.93815 -4.32862  0.086